This record from the OMol25 dataset describes C38H36N9O9SiTa as an isolated structure. The level of theory is wB97M-V/def2-TZVPD.

Each line ends with the Mulliken charge.
Element x y z (Å)
H 1.67608 4.73807 2.91488  0.28
H 1.31573 0.99186 5.99514  0.59
C 2.06536 -1.50521 -2.22780  0.38
H -0.34775 2.66135 6.23848  0.48
C -1.97143 1.15240 -2.89704  -1.00
C 1.70313 -0.36802 -1.34876  -0.63
C -4.39928 2.48810 0.35002  -1.13
C 2.58573 -3.65888 -3.90716  -0.53
H -4.65407 -0.77885 0.15623  0.63
C -1.51421 1.96432 2.68022  0.39
Si -3.41380 1.07276 1.08788  0.01
N -0.46325 1.31326 3.19327  0.39
N 4.57024 -0.19087 1.92137  1.02
H 1.92983 -4.89050 -2.27654  0.46
H -2.27935 3.92030 5.30856  0.42
H 2.73601 -0.26937 -3.83817  0.50
N -0.98668 0.60075 -0.97984  0.68
N -1.69426 -0.20227 -2.88590  0.38
C 0.98651 4.95551 2.09733  -1.57
C 1.47815 4.06808 -0.20675  -1.76
H -5.44967 2.20126 0.25163  0.38
C 2.23214 -0.93491 2.26684  -0.01
C -0.02160 1.56496 4.43174  0.60
N -2.97276 -4.66141 -7.81049  -0.52
C 2.56427 -1.28569 -3.51054  -0.15
H 2.53259 4.35965 -2.49966  0.48
H 1.46592 -2.96385 -0.78267  0.44
C -1.96331 -1.14195 -3.91957  0.26
N -1.73739 1.58341 1.36763  0.12
C 2.10220 -3.88064 -2.62547  -0.98
C 3.18300 -3.44764 2.98728  -0.84
H 1.83071 2.88372 -3.21743  0.29
H -4.33091 1.35594 3.42910  0.35
H 3.38018 2.79737 -2.41703  0.27
H -1.53270 2.64454 -1.33579  0.77
C -1.28556 -3.02961 -5.21931  -1.02
C -0.15787 -1.80415 2.46394  0.20
H -3.51044 -0.19352 3.20197  0.35
H -0.79906 -1.47179 -1.41331  0.93
H -0.02066 4.96981 2.51787  0.23
C 2.40672 3.28587 -2.38451  -1.55
C -2.48505 -2.96053 -5.92313  0.49
H 1.22386 5.92819 1.67298  0.45
H -3.90001 -0.32119 -4.34273  0.50
H -4.35770 3.38622 0.96951  0.31
H -3.54858 -0.20937 -1.08381  0.08
H 1.12091 -4.00983 3.18787  0.69
O 1.82168 0.28936 2.04269  -0.47
O 1.16071 -0.65973 -0.20222  0.30
H -3.01926 3.48155 2.97310  0.40
O 4.32135 0.47189 0.93650  -0.53
O 4.88688 -4.92945 3.41044  -0.64
H -4.35573 -1.93717 -6.16529  0.46
C -3.42391 -1.97759 -5.61891  -1.01
O 2.86243 -5.63548 3.60954  -0.62
C -2.19494 2.93912 3.41409  -0.87
C -4.16049 0.54464 2.72296  -1.21
H 2.07576 1.16408 4.40274  0.12
C -2.75618 -3.90630 -6.97259  -0.04
C -0.68321 2.48716 5.22594  -1.30
N 1.41434 1.73851 -0.78361  0.66
O -0.56801 -0.92536 1.57640  -0.70
C 1.18197 0.82548 4.92801  -0.97
H -0.55671 -3.78969 -5.46432  0.57
C 4.09516 -2.45633 2.67999  -0.59
C -3.16562 -1.06987 -4.60836  -0.45
C -1.10712 -0.48365 -1.70988  -1.62
C -1.76999 3.18124 4.70227  -0.65
C 1.84296 -2.80604 -1.78525  0.15
C 2.82078 -2.35989 -4.34594  -0.82
C 3.60396 -1.22700 2.30470  -0.37
C -3.63544 -0.42123 -0.01801  -0.77
H 1.74117 5.06140 -0.53507  0.38
O 0.78131 2.68544 1.51694  -0.46
C 1.08223 3.86580 1.07845  0.69
H -0.07105 -2.14093 -3.69394  0.02
C 1.33684 -1.98128 2.56659  1.93
H -2.95231 -1.22378 0.26328  0.12
H 3.20668 -2.18717 -5.34231  0.43
H -2.41838 1.63592 -3.74673  0.65
H 2.79015 -4.49663 -4.56164  0.44
C -1.52327 1.63610 -1.71258  -1.17
O -0.90533 -2.48660 3.12354  -0.71
C 1.72550 2.97962 -1.08364  1.11
N 3.68211 -4.77341 3.36487  1.02
H -4.03350 2.75393 -0.64427  0.31
O 5.57129 -0.08537 2.60373  -0.65
H 5.15812 -2.64052 2.72629  0.67
H -5.12171 0.06176 2.53063  0.48
C 1.81755 -3.22252 2.93768  -1.00
H 1.07824 -0.24496 4.75087  0.05
N 1.85557 0.83829 -1.76221  -0.85
C -1.01730 -2.11231 -4.21950  0.67
Ta 0.23286 0.83132 0.94571  3.71

As for the total energy: -81260.737 eV. The strongest force on any atom is 0.14 eV Å⁻¹. The calculation puts the LUMO energy at -0.5 eV. The spin multiplicity is 1. For the relative energy (zero: lowest compared OMol25 entry of this formula, charge and spin), the calculation gives 0.00 kcal/mol. The HOMO-LUMO gap comes out at 7.85 eV.